Entry from the OMol25 dataset: 2 unconnected molecules or ions with the total composition C5H13N2O at a distorted geometry (ωB97M-V with the def2-TZVPD basis set).

Output
- Energy: -10420.520 eV
- ⟨S²⟩: 0.75
- 2S+1: 2
- HOMO energy (alpha / beta): -7.772 / -7.771 eV
- Energy relative to the best compared isomer or geometry (same formula, charge and spin): 170.30 kJ/mol

Bonds (Å) are listed after each position.
Element x y z (Å)
1 C 1.46505 -0.20446 -1.94168  C2 1.496, H5 1.089, H6 1.091, H7 1.091
2 C 0.32064 -1.12586 -2.22506  C1 1.496, C3 1.325, H8 1.086
3 C -0.93385 -0.87113 -1.88366  C2 1.325, N4 1.398, H9 1.081
4 N -2.03043 -1.69995 -2.13892  C3 1.398, H10 1.006, H11 1.008
5 H 1.17554 0.53119 -1.19276  C1 1.089
6 H 2.31944 -0.75086 -1.53945  C1 1.091
7 H 1.81104 0.33840 -2.82309  C1 1.091
8 H 0.54167 -2.02947 -2.78589  C2 1.086
9 H -1.21310 0.05527 -1.40158  C3 1.081
10 H -2.80440 -1.55501 -1.51276  N4 1.006
11 H -1.82061 -2.68127 -2.23441  N4 1.008
12 C 0.31822 -0.03460 2.77859  N13 1.466, H16 1.092, H17 1.086, H18 1.093
13 N -0.11034 1.36758 2.78385  C12 1.466, C14 1.458, H19 1.017
14 C 0.11912 1.99222 1.48607  N13 1.458, O15 1.342, H20 1.103, H21 1.099
15 O -0.46078 1.42442 0.41787  C14 1.342
16 H 0.01866 -0.56399 1.87125  C12 1.092
17 H -0.07714 -0.54290 3.65281  C12 1.086
18 H 1.40860 -0.06564 2.85089  C12 1.093
19 H -1.11727 1.38507 2.92677  N13 1.017
20 H 1.21139 1.97520 1.33419  C14 1.103
21 H -0.14145 3.05578 1.57697  C14 1.099